Density functional theory data (wB97M-V/def2-TZVPD) for a structure of composition C22H34MoNO3Sb2.

Summary:
- HOMO level (alpha / beta): -16.6 / -16.6 eV
- Relative energy (zero: lowest compared OMol25 entry of this formula, charge and spin): 8.1 kcal/mol
- Electronic energy: -45901.148 eV
- Total charge: +3
- ⟨S²⟩: 2.0575
- Spin multiplicity: 3

CARTESIAN COORDINATES (ANGSTROEM)
Mo  -0.31  -0.33  0.27
C  -1.70  -4.10  1.66
Sb  -0.74  -3.12  0.04
C  -1.96  -3.61  -1.61
C  1.08  -4.24  -0.19
C  1.29  -4.67  -1.61
C  0.77  -5.89  -2.03
C  0.94  -6.32  -3.35
C  1.63  -5.52  -4.25
C  2.16  -4.31  -3.83
C  2.00  -3.87  -2.52
C  2.66  -2.58  -2.12
Sb  1.31  -0.93  -2.03
C  2.47  0.81  -2.33
C  0.01  -1.12  -3.68
H  -2.68  -3.67  1.87
H  -1.08  -4.10  2.55
H  -1.84  -5.13  1.33
H  -1.80  -4.66  -1.85
H  -1.71  -3.00  -2.47
H  -3.00  -3.44  -1.33
H  0.97  -5.09  0.48
H  1.90  -3.64  0.19
H  0.26  -6.53  -1.33
H  0.54  -7.28  -3.65
H  1.77  -5.85  -5.27
H  2.73  -3.72  -4.53
H  3.35  -2.25  -2.90
H  3.23  -2.62  -1.19
H  2.99  0.68  -3.28
H  3.21  0.91  -1.53
H  1.85  1.70  -2.38
H  0.35  -0.42  -4.45
H  -1.01  -0.89  -3.41
H  0.11  -2.14  -4.05
O  -1.30  1.91  -2.67
C  -1.22  1.68  -1.52
O  -1.44  0.34  -1.03
C  -0.78  2.55  -0.40
C  -0.85  3.92  -0.45
C  -0.38  4.63  0.66
C  0.14  3.94  1.74
C  0.19  2.55  1.69
N  -0.26  1.86  0.64
H  -1.26  4.42  -1.31
H  -0.43  5.71  0.68
H  0.51  4.45  2.61
H  0.59  1.98  2.52
C  1.74  -0.84  2.35
C  0.47  -1.09  3.12
O  -0.62  -0.50  2.35
C  -1.96  -0.69  2.98
C  -3.01  -0.18  2.03
H  2.49  -1.61  2.51
H  2.18  0.14  2.52
H  1.57  -0.91  1.24
H  0.48  -0.61  4.10
H  0.25  -2.15  3.25
H  -1.92  -0.13  3.91
H  -2.05  -1.75  3.19
H  -2.85  0.88  1.79
H  -3.98  -0.25  2.51
H  -3.06  -0.77  1.11

Atom charges from the natural (NBO) analysis, given in e for atoms 1 to 4:
1 Mo 1.06
2 C -0.95
3 Sb 1.18
4 C -0.94